No. 1
DFT (ωB97M-V/def2-TZVPD) results for 36 unconnected molecules or ions with the total composition C14H94B3FINO38.

Output
- Lowest unoccupied orbital energy: -0.3980 eV
- HOMO-LUMO gap: 7.056 eV
- Total energy: -108188.4720 eV

Structure (XYZ):
```
152
Properties=species:S:1:pos:R:3:mulliken_charge:R:1
I 0.97650 -3.61554 -0.45964 0.06
F 3.73315 -3.37688 1.62369 -0.30
O -2.02806 3.56661 1.93024 -0.54
O -0.82767 -2.37644 2.89753 -0.02
O 6.41589 -1.13638 0.41203 -0.60
O -7.14795 -1.94321 3.00816 -0.64
O -1.94321 7.34379 1.15797 -0.67
O 1.36584 -1.54956 3.66298 -0.43
O 0.96751 -2.91744 -5.05453 -0.58
O -0.56408 3.31879 -4.93107 -0.49
O -1.16517 5.74316 -3.29985 -0.72
O 2.34522 4.32048 -4.48087 -0.62
O 0.84433 4.38004 -7.36379 -0.60
O -1.31339 -6.84942 -2.29279 -0.51
O -2.28380 1.86913 -1.99633 -0.58
O 1.04175 8.09484 2.49674 -0.62
O -5.74265 -3.54600 0.80431 -0.65
O -2.38072 7.56809 -1.49449 -0.65
O 7.76238 -4.51940 7.65508 -0.63
O 0.15999 0.83329 -5.18849 -0.53
O -6.86744 -5.74959 2.38950 -0.59
O 0.87688 -7.58243 -1.11468 -0.57
O -4.26511 -4.78514 2.94072 -0.61
O 1.73993 10.52557 -0.84027 -0.64
O 1.49018 -0.43445 -7.46278 -0.58
O 1.09484 -4.02963 3.20535 -0.44
O 0.20225 -10.99248 -0.57701 -0.62
O 4.67866 2.43970 4.38300 -0.62
O -3.02812 4.83948 -1.40423 -0.52
O 7.04098 2.06455 2.22667 -0.67
O -1.17781 -9.64708 -2.85346 -0.59
O -4.96769 5.29735 2.51248 -0.60
O -5.71326 -5.79501 -5.00709 -0.63
O 3.41098 6.12682 -2.26814 -0.62
O 5.64325 -3.32816 5.77506 -0.66
O -5.42104 2.70415 2.21811 -0.52
O -3.86031 3.85403 4.77826 -0.71
O -4.71080 8.27426 0.69062 -0.60
O 4.36692 9.06287 -1.26324 -0.64
O -4.68781 -6.12285 -1.79479 -0.60
N 2.09953 0.52752 -1.32967 0.53
C 4.17043 -0.51842 2.62011 0.77
C 2.87063 -1.19952 -2.94588 -0.51
C 1.28210 1.58084 -0.63676 -0.56
C 0.94000 1.07998 2.00715 0.24
C 0.22298 -0.27465 1.52568 0.17
C 1.77744 -0.16189 -2.59106 -0.62
C -2.21764 -3.83774 -0.35448 -0.56
C 3.54653 -3.08608 3.05028 0.06
C 3.36586 -0.04633 -0.93270 0.05
C 4.45434 -1.83972 3.49765 -0.45
C 3.97079 -1.16123 -1.81975 -0.81
C 1.75028 1.87620 0.86683 -0.40
C -0.95979 -4.84998 1.78540 -0.31
C -0.87740 -4.58443 0.17087 0.33
B -0.22082 -3.68048 2.65610 0.36
B 0.25960 -1.40234 2.72507 0.17
B 1.93629 -2.85500 3.31962 0.39
H -7.68299 -2.06065 2.21426 0.31
H -1.10200 6.36254 -4.03845 0.31
H 1.69329 0.87653 2.86065 -0.02
H -2.07273 -4.81469 2.08193 -0.13
H -0.51057 -7.35919 -2.47669 0.28
H 0.87575 -0.03115 -3.28767 0.24
H 1.55457 3.00304 1.05378 0.29
H 7.36700 -4.02704 6.92154 0.36
H -1.81505 2.70418 -2.13243 0.28
H -2.00115 -10.12060 -2.68625 0.29
H -1.61915 6.98870 -1.36078 0.39
H 1.38685 7.22467 2.73079 0.29
H -6.56779 -4.02022 0.96738 0.31
H 1.42526 2.54873 -1.23914 0.40
H 5.09378 -0.11216 2.06995 0.06
H 3.62887 9.66179 -1.08644 0.35
H 4.27821 -1.59792 4.61034 0.13
H 1.20234 -3.27578 -4.18812 0.29
H 0.63422 1.66271 -5.32795 0.32
H 1.05584 -6.84120 -0.52062 0.24
H 7.06157 -1.59094 0.96772 0.32
H 0.69346 -0.78228 0.61688 -0.29
H 4.89880 2.07893 5.25103 0.30
H 5.59057 -1.61555 0.57246 0.22
H -1.85161 -6.96880 -3.08447 0.27
H 6.20320 1.97263 2.70178 0.32
H 5.41466 -2.72967 6.49837 0.33
H -2.96159 -3.64879 0.50367 0.06
H -1.14424 2.55792 -4.79795 0.28
H -4.72993 4.92803 3.37687 0.36
H -1.60025 6.47047 1.39213 0.33
H 2.58103 6.02674 -1.78658 0.28
H 1.28942 10.73699 -1.66752 0.31
H -4.94314 8.86300 1.41962 0.32
H -3.31012 3.94701 3.98676 0.31
H -5.09644 -4.00383 1.36176 0.31
H -6.60422 -5.23161 3.16058 0.32
H -5.23384 -4.96926 -5.15007 0.32
H 6.91430 1.54056 1.42492 0.31
H 0.95759 -0.55666 -8.25873 0.28
H 0.16243 7.91136 2.14216 0.33
H -2.72958 -4.56063 -1.08689 0.15
H 7.56606 -5.44137 7.44996 0.30
H -0.86813 -5.63810 -0.29902 -0.07
H -5.92131 5.43586 2.57253 0.30
H 0.46612 -10.47107 0.19145 0.30
H -3.88525 -6.62999 -1.97489 0.29
H -4.04698 -5.69383 3.18440 0.27
H -2.21991 8.30555 -0.89342 0.28
H 1.62736 -8.17516 -0.98166 0.25
H 2.86529 1.71849 1.05627 0.15
H -2.50329 3.03772 1.27547 0.27
H -6.24303 2.19657 2.23325 0.27
H 3.27921 5.60402 -3.07196 0.34
H -4.00118 -4.26628 3.71263 0.30
H -5.28163 7.50620 0.81897 0.28
H 3.35395 -0.72721 1.82303 -0.48
H -4.35640 3.03924 4.62231 0.34
H -5.22432 -6.24351 -2.59043 0.30
H 0.42344 -11.89970 -0.33207 0.30
H 0.01809 -2.75750 -4.99104 0.28
H 0.17394 1.82059 2.46072 -0.17
H 1.02970 10.23655 -0.25351 0.31
H -6.65013 -6.65750 2.63300 0.28
H -5.64668 3.50451 1.72844 0.29
H 4.93000 -1.77598 -1.69678 0.30
H -0.46050 -5.86105 2.00088 0.11
H 5.05598 -4.08420 5.90351 0.31
H -0.52958 -10.10155 -2.29775 0.32
H 3.94526 8.27439 -1.63285 0.33
H -2.82440 7.16207 0.80336 0.26
H -0.79274 3.91885 -4.20373 0.25
H 3.72199 0.26487 3.32153 -0.07
H 3.86720 -4.00364 3.65834 0.13
H 2.98008 -1.90670 -3.82931 0.49
H 0.39795 4.59111 -8.19274 0.30
H 1.46277 4.14368 -4.83552 0.30
H -2.08227 5.82813 -2.99958 0.32
H 3.72760 2.59830 4.43052 0.30
H -0.89895 -0.02774 1.38853 0.14
H 5.55842 -2.10322 3.37456 0.29
H 0.15849 1.32630 -0.68707 0.27
H -5.54345 -6.30542 -5.80855 0.32
H -3.25902 5.43295 -0.67807 0.21
H 2.67994 3.44658 -4.24077 0.31
H 2.29523 -0.93613 -7.64045 0.28
H 0.13029 4.09105 -6.77953 0.32
H -6.34757 -2.45179 2.82456 0.35
H -2.10485 1.36574 -2.80117 0.25
H -1.96604 -2.85619 -0.90930 0.22
H -1.61377 2.90973 2.50432 0.28
H 4.00604 0.21239 -0.02992 0.31
H -3.60451 4.07442 -1.27398 0.32
H 0.33630 0.32449 -5.99357 0.23
```


No. 2
DFT (ωB97M-V/def2-TZVPD) results for a molecular structure, C14H9Cl2F6FeINO2.

Output
- Lowest unoccupied orbital energy (spin up / spin down): 2.6443 / 2.6235 eV
- HOMO-LUMO gap (spin up / spin down): 7.261 / 7.407 eV
- Spin multiplicity: 5
- Total energy: -104091.1942 eV
- ⟨S²⟩: 6.01
- Charge: -1

Structure (XYZ):
```
36
Properties=species:S:1:pos:R:3:mulliken_spin:R:1
I -4.45508 -1.13681 -0.11451 0.04
Fe -1.79847 -0.93493 -0.42070 3.74
Cl 4.56740 -1.63346 2.71337 0.00
Cl -0.49948 -1.30175 4.45580 0.00
F -2.81184 2.82365 -2.54136 0.00
F -0.77616 2.84314 -3.27975 0.00
F -1.42513 4.33981 -1.84956 0.00
F 0.66887 1.50247 0.39804 0.00
F 0.66523 3.54496 -0.33413 0.00
F 1.16974 1.91015 -1.66742 0.00
O -1.36385 0.80506 -1.41568 0.09
O -1.16484 -1.08944 1.56365 0.04
N 0.53198 -1.39790 -0.50025 0.04
C 2.86500 -1.53645 2.33802 0.01
C -1.97448 2.49248 0.21928 0.01
C 1.34472 -1.45086 -1.52602 0.01
C 1.96433 -1.48721 3.36937 0.00
C 0.59772 -1.36977 3.11333 0.02
C -3.06081 -2.51991 -1.13441 0.04
C 1.03959 -1.39856 0.74985 -0.03
C 3.28051 -1.56385 -0.12817 0.00
C -1.53010 3.02535 -2.17951 0.00
C 0.07262 -1.27506 1.81870 -0.01
C 0.34671 2.26682 -0.66578 0.00
C 2.43293 -1.50053 0.99716 0.00
C -1.15608 2.06939 -1.01547 0.00
C 2.73801 -1.52890 -1.38395 0.00
H -3.19278 -3.46384 -0.61083 0.00
H -3.03251 2.43957 -0.03330 0.00
H -1.77468 1.77684 1.01710 0.00
H 3.36574 -1.56866 -2.26384 0.00
H 0.88275 -1.42719 -2.50629 0.00
H 2.30634 -1.52659 4.39413 0.00
H 4.35009 -1.63476 0.01633 0.00
H -1.72020 3.49807 0.55207 0.00
H -3.45383 -2.59132 -2.14527 0.00
```


No. 3
DFT (ωB97M-V/def2-TZVPD) results for a molecular structure, C14H9ClCrNO4Se3Te.

Output
- Lowest unoccupied orbital energy (spin up / spin down): 3.8186 / 3.7974 eV
- HOMO-LUMO gap (spin up / spin down): 5.779 / 5.847 eV
- Spin multiplicity: 4
- Total energy: -268625.4987 eV
- ⟨S²⟩: 3.83
- Charge: -2

Structure (XYZ):
```
34
Properties=species:S:1:pos:R:3:mulliken_spin:R:1
Te 15.32716 8.24067 10.65155 0.03
Se 14.09394 8.88529 8.54210 -0.06
Se 13.33504 8.67116 12.19536 0.00
Se 11.58630 7.79528 11.01022 -0.01
Cr 11.75864 8.35517 8.49579 3.28
Cl 13.33901 10.41553 4.70494 0.00
O 8.00586 9.90775 8.30327 0.01
O 6.93188 3.49803 8.23985 0.00
O 5.53734 5.32042 8.31547 0.00
O 10.24036 9.68929 8.50837 -0.04
N 10.13598 7.08906 8.47945 -0.10
C 15.13973 8.43446 4.58589 0.01
C 6.63509 4.71312 8.29978 0.00
C 10.19565 5.73774 8.54062 0.01
C 14.83183 6.21240 5.48950 0.02
C 11.84218 8.26794 6.38769 -0.10
C 13.07842 7.86512 5.75583 -0.02
C 9.08790 4.96059 8.46411 -0.01
C 8.91920 7.71489 8.43862 0.04
C 7.83806 5.59510 8.38250 0.01
C 15.60746 7.14779 4.82346 -0.02
C 7.74578 6.96578 8.39304 0.00
C 13.58906 6.56273 5.94849 -0.01
C 9.02869 9.23792 8.40821 -0.02
C 13.88316 8.78406 5.04508 -0.01
H 16.58544 6.88528 4.47537 0.00
H 15.21462 5.21203 5.67673 0.00
H 12.98050 5.87894 6.52937 0.00
H 11.63558 9.35156 6.31743 0.02
H 10.99313 7.63174 6.09898 0.00
H 6.76196 7.44793 8.35370 0.00
H 15.75611 9.17374 4.06908 0.00
H 11.20131 5.33340 8.66226 -0.01
H 9.09569 3.87640 8.49451 0.00
```


No. 4
DFT (ωB97M-V/def2-TZVPD) results for a molecular structure, C15H10AlBr2Cl40.

Output
- Lowest unoccupied orbital energy: 1.2310 eV
- HOMO-LUMO gap: 6.170 eV
- Total energy: -663293.2805 eV
- Charge: -1

Structure (XYZ):
```
68
Properties=species:S:1:pos:R:3:nbo_charge:R:1
Br -3.72443 0.55409 -0.99182 -0.08
Br -2.17658 3.46513 -1.37423 -0.03
Cl 2.90752 4.36739 4.62755 0.05
Cl -1.07157 -7.59384 -0.83693 0.06
Cl -6.71614 -4.82695 -3.10118 0.07
Cl -3.93855 -5.82752 -1.24599 0.03
Cl -1.64223 -4.19884 -1.92637 0.06
Cl -2.70420 -8.68361 1.27027 0.05
Cl -3.66360 -12.65875 1.16184 0.05
Cl -0.97351 3.44308 1.77512 0.08
Cl -9.59640 -4.91415 -3.34803 0.04
Cl -3.26477 -3.51206 0.35871 0.06
Cl -4.61610 9.54514 4.24503 0.04
Cl 7.23263 3.42648 -0.34010 0.05
Cl -1.35377 6.17109 0.90622 0.06
Cl 7.95850 1.25698 1.42836 0.03
Cl -2.84168 7.30925 3.78975 0.07
Cl 10.21012 -1.68489 -2.81173 0.05
Cl -8.24274 -2.38961 -2.97134 0.06
Cl -4.34327 -13.51798 -1.51044 0.05
Cl 9.79134 0.81211 -1.43230 0.07
Cl 5.18000 1.96191 1.06524 0.07
Cl 2.68262 6.88728 8.18764 0.05
Cl 0.79559 8.87006 7.26408 0.05
Cl 6.63968 0.70250 -1.08627 0.06
Cl 2.71728 7.73994 5.42900 0.06
Cl 1.29703 5.08065 1.14829 0.06
Cl -3.17576 -10.91140 -1.07821 0.07
Cl -4.30822 -3.16583 -2.30033 0.08
Cl 1.93245 1.65741 4.84477 0.05
Cl 11.96550 0.55257 -3.31858 0.04
Cl 0.54292 6.12538 6.40884 0.07
Cl 9.23268 0.61732 -4.25208 0.06
Cl 2.73518 2.70109 2.27823 0.09
Cl -7.99149 -3.80030 -5.47672 0.05
Cl -5.61769 6.84111 4.42560 0.05
Cl 4.72626 2.15482 4.34806 0.05
Cl -0.25542 5.61123 3.54361 0.02
Cl -1.26312 -6.21831 1.68966 0.07
Cl 0.17351 -8.71529 1.51526 0.05
Cl -4.88545 7.93906 1.85878 0.06
Cl -5.87934 -11.43637 -0.22697 0.05
Al 0.19110 2.09098 -3.39675 1.14
C -1.62348 -0.53669 -2.75344 -0.67
C -4.26414 -12.13046 -0.41564 -0.23
C 2.17928 0.14857 -2.36605 -0.62
C 1.72394 1.61802 -2.10774 -0.96
C -0.32927 5.07816 1.84182 -0.22
C -3.28508 -4.17312 -1.27790 -0.22
C 10.29958 0.07610 -2.95155 -0.23
C -1.21617 -7.79981 0.91145 -0.23
C 1.68406 7.40630 6.82343 -0.23
C -2.13225 0.72563 -2.10840 -0.11
C 6.74801 1.83559 0.26455 -0.23
C -1.53125 1.86496 -2.25938 -0.49
C -4.48731 7.90735 3.57983 -0.23
C -8.13523 -3.98445 -3.72344 -0.23
C 3.08192 2.71787 4.01849 -0.22
H -0.78529 -0.94173 -2.18655 0.22
H 3.27181 0.10517 -2.38199 0.18
H 2.51655 2.35146 -2.25585 0.20
H 1.31902 1.65978 -1.09412 0.20
H 0.28634 3.64306 -3.83729 -0.41
H 0.17922 1.16245 -4.70739 -0.42
H -2.42831 -1.26770 -2.78763 0.21
H 1.85025 -0.50050 -1.54991 0.19
H -1.30378 -0.30050 -3.76356 0.25
H 1.77265 -0.28709 -3.28098 0.19
```